Entry from the OMol25 dataset: a molecular structure, C29H22BrN8OV (ωB97M-V/def2-TZVPD).

```
! RIJCOSX wB97M-V def2-TZVPD def2/J DEFGRID3
* xyz 1 4
V 0.7354 -0.1953 0.4656
C 2.0388 3.1088 -1.8753
C 0.8862 3.4505 -2.5810
C -0.3139 2.8952 -2.2095
C -0.3788 1.9823 -1.1513
N 0.7714 1.5221 -0.5873
C 1.9283 2.1460 -0.9080
N -1.6669 1.7088 -0.6546
C -1.8142 1.1887 0.5208
N -0.8321 0.5974 1.2641
C -1.2390 0.4385 2.5573
N -0.4936 0.1032 3.5486
C 0.9094 0.0471 3.4525
C 1.5623 -0.1929 4.6644
C 2.9327 -0.1811 4.7405
C 3.6697 0.0968 3.5918
C 2.9782 0.3046 2.4284
N 1.6305 0.2576 2.3170
C -2.6826 0.8063 2.6312
C -3.5758 0.8001 3.6792
C -4.8732 1.2394 3.4200
C -5.2366 1.6932 2.1550
C -4.3145 1.7200 1.1067
C -3.0442 1.2561 1.3679
H 2.9949 3.5708 -2.0782
H 0.9288 4.1719 -3.3875
H -1.2489 3.1823 -2.6715
H 2.8002 1.8226 -0.3523
H 0.9404 -0.3699 5.5310
H 3.4302 -0.3721 5.6831
H 4.7493 0.1459 3.6002
H 3.5158 0.5060 1.5106
H -3.2768 0.4677 4.6654
H -5.6074 1.2378 4.2161
H -6.2486 2.0388 1.9874
H -4.5788 2.0979 0.1267
Br 1.0941 -2.8385 1.5484
C 2.4383 -2.4587 0.2541
C 3.4192 -3.3857 -0.0200
C 4.3193 -3.0749 -1.0253
C 4.1817 -1.8781 -1.7079
C 3.1718 -1.0109 -1.3440
N 2.3023 -1.2784 -0.3475
H 3.4625 -4.3173 0.5249
H 5.1085 -3.7707 -1.2797
H 4.8470 -1.6129 -2.5176
H 3.0345 -0.0681 -1.8542
N -2.1002 -0.6984 -5.5095
C -1.0544 -0.8378 -4.6577
O 0.1055 -0.7344 -5.0034
C -1.3845 -1.2060 -3.2376
C -2.5322 -1.8495 -2.8154
C -2.6713 -2.1536 -1.4692
C -1.6718 -1.7812 -0.5965
N -0.5513 -1.1478 -0.9896
C -0.4239 -0.8944 -2.2951
H -1.8968 -0.4567 -6.4651
H -3.0498 -0.6383 -5.1903
H -3.3047 -2.1379 -3.5194
H -3.5462 -2.6662 -1.0954
H -1.7612 -1.9863 0.4620
H 0.4870 -0.4105 -2.6242
*
```

Summary:
Expectation value of S²: 3.763
Molar mass: 629.398 g/mol
DFT total energy: -140127.05756 eV
HOMO level (alpha / beta): -9.4110 / -10.7233 eV
Energy relative to the best compared isomer or geometry (same formula, charge and spin): 15.5 kcal per mole
Orbital gap (alpha / beta): 6.375 / 7.666 eV

***

Entry from the OMol25 dataset: a molecular structure, C29H22ClIrN7O7S (ωB97M-V/def2-TZVPD).

```
! RIJCOSX wB97M-V def2-TZVPD def2/J DEFGRID3
* xyz 1 1
Ir 0.0612 -0.0249 -0.1120
O 5.0434 -1.3924 -2.6683
C 4.9795 -0.0793 -2.5941
O 5.8117 0.6319 -3.0874
C 3.8195 0.5320 -1.8470
C 3.6154 1.8948 -1.7248
Cl 4.5115 3.1162 -2.4695
N 2.5302 2.1292 -0.9477
N 1.9492 0.9277 -0.6181
C 2.7491 -0.0146 -1.1347
C 2.3657 -1.4496 -0.9301
O 3.0480 -2.3699 -1.3343
O 1.2760 -1.6062 -0.2563
C 2.0999 3.4190 -0.4625
C 3.0151 4.4431 -0.2353
C 2.5579 5.6686 0.2247
C 1.2125 5.8852 0.4782
C 0.3169 4.8458 0.2924
C 0.7671 3.6222 -0.1727
H 4.2963 -1.8481 -2.2002
H 4.0732 4.3116 -0.3833
H 3.2770 6.4592 0.3913
H 0.8734 6.8489 0.8325
H -0.7368 4.9812 0.5044
H 0.1173 2.7864 -0.2743
S -3.6575 1.9668 1.5703
C -2.1273 1.2440 1.4440
N -1.5328 1.3268 0.2851
C -2.3343 2.0298 -0.6280
C -2.0022 2.3738 -1.9420
C -2.9195 3.0849 -2.6820
C -4.1558 3.4688 -2.1420
C -4.4813 3.1665 -0.8394
C -3.5511 2.4484 -0.0878
H -1.6937 0.7337 2.2887
H -1.0330 2.1305 -2.3533
H -2.6733 3.3707 -3.6960
H -4.8554 4.0235 -2.7521
H -5.4218 3.4822 -0.4091
N 3.3132 2.6047 3.6140
C 2.6290 1.7579 4.4274
O 2.6036 1.8532 5.6329
C 1.8390 0.6728 3.7425
C 1.5948 -0.5098 4.4331
C 0.8416 -1.4992 3.8281
C 0.3452 -1.2793 2.5567
N 0.5568 -0.1309 1.9017
C 1.2981 0.8265 2.4828
H 3.8965 3.2907 4.0661
H 3.5406 2.3499 2.6691
H 1.9956 -0.6248 5.4316
H 0.6361 -2.4365 4.3240
H -0.2345 -2.0252 2.0279
H 1.4084 1.7480 1.9245
C -0.8047 -0.2004 -5.6433
N -1.0741 -0.5569 -4.2486
C -2.0364 -1.4522 -3.9145
C -2.3143 -1.8174 -2.6358
C -1.5042 -1.2027 -1.6583
O -1.5394 -1.3278 -0.3732
N -0.5412 -0.3397 -2.0117
C -0.2690 0.0591 -3.2851
O 0.5767 0.8808 -3.5754
H -1.5282 -0.7052 -6.2766
H 0.2036 -0.5042 -5.9150
H -0.8880 0.8764 -5.7679
H -2.5839 -1.8638 -4.7515
H -3.0837 -2.5281 -2.3856
*
```

Summary:
Molar mass: 840.274 g/mol
DFT total energy: -81388.39842 eV
HOMO level: -11.9866 eV
Energy relative to the best compared isomer or geometry (same formula, charge and spin): 16.8 kcal per mole
Orbital gap: 8.971 eV

***

Entry from the OMol25 dataset: a molecular structure, C29H22FGeIrOS4 (ωB97M-V/def2-TZVPD).

```
! RIJCOSX wB97M-V def2-TZVPD def2/J DEFGRID3
* xyz -2 1
Ir 1.7045 0.2054 -2.0397
O 7.7860 3.5659 -1.4883
C 6.7416 2.9678 -1.5711
S 5.1768 3.7169 -1.9016
C 4.1953 2.2539 -1.9141
C 4.8308 1.0977 -1.6866
S 4.0417 -0.4483 -1.6990
S 6.5664 1.2199 -1.3935
S 2.4910 2.3502 -2.3004
C -0.1480 0.4221 -1.8614
Ge -0.7524 0.5458 -0.0398
C -2.7368 0.4255 0.1302
C -3.5331 0.7658 -0.9626
C -4.9249 0.7533 -0.8849
C -5.5562 0.3931 0.2959
C -4.7861 0.0599 1.3981
C -3.3951 0.0822 1.3139
C 0.0276 -0.7476 1.2240
C 1.4206 -0.7907 1.3635
C 2.0212 -1.6792 2.2482
C 1.2401 -2.5457 3.0123
C -0.1373 -2.5282 2.8723
C -0.7365 -1.6365 1.9821
C -0.3988 2.3174 0.7610
C 0.1810 2.4933 2.0146
C 0.4174 3.7682 2.5228
C 0.0754 4.8910 1.7783
C -0.4971 4.7308 0.5212
C -0.7253 3.4554 0.0201
H -0.9296 0.4352 -2.6407
H -3.0570 1.0395 -1.8980
H -5.5159 1.0238 -1.7531
H -6.6380 0.3754 0.3577
H -5.2655 -0.2153 2.3313
H -2.8158 -0.1500 2.1969
H 2.0390 -0.1562 0.7397
H 3.1017 -1.7055 2.3226
H 1.7091 -3.2440 3.6968
H -0.7537 -3.2226 3.4334
H -1.8088 -1.6715 1.8541
H 0.4650 1.6246 2.5993
H 0.8820 3.8829 3.4959
H 0.2712 5.8841 2.1657
H -0.7430 5.5999 -0.0783
H -1.1369 3.3366 -0.9775
F -2.0068 -4.9909 0.2851
C -1.1705 -4.2199 -0.4818
C -1.7055 -3.4421 -1.4852
C -0.8489 -2.6542 -2.2506
C 0.5297 -2.6198 -2.0275
C 1.4667 -1.7578 -2.8235
C 1.0149 -3.4289 -0.9934
C 0.1792 -4.2280 -0.2197
H -2.7765 -3.4416 -1.6521
H -1.2649 -2.0137 -3.0234
H 1.1114 -1.6565 -3.8539
H 2.4339 -2.2622 -2.8572
H 2.0774 -3.4006 -0.7745
H 0.5661 -4.8257 0.5970
*
```

Summary:
Molar mass: 798.587 g/mol
DFT total energy: -137891.78498 eV
HOMO level: -0.4346 eV
Energy relative to the best compared isomer or geometry (same formula, charge and spin): 0.0 kcal per mole
Orbital gap: 4.844 eV